A.
{
  "formula": "C2HNS2",
  "method": "ωB97M-V/def2-TZVPD",
  "gap_ev": 7.89,
  "smiles": "N#CC(=S)S",
  "symbols": ["C", "C", "H", "N", "S", "S"],
  "positions_angstrom": [[-0.30507, -0.06911, -0.07207], [0.60820, -1.21453, -0.16008], [-0.67983, 2.07957, 0.48468], [1.71600, -1.72522, -0.02160], [0.59156, 1.37770, -0.13222], [-1.93086, -0.44842, -0.09871]]
}

B.
{
  "formula": "C2HNS2",
  "method": "ωB97M-V/def2-TZVPD",
  "gap_ev": 8.00,
  "symbols": ["C", "C", "N", "S", "S", "H"],
  "positions_angstrom": [[0.14509, 1.12848, -0.04255], [-0.20487, -0.23423, -0.08958], [0.55427, 2.19945, 0.07351], [-1.21441, -1.25149, 0.90691], [-0.99949, -1.42258, -1.16488], [1.71941, -0.41963, 0.31659]]
}

C.
{
  "formula": "C2HNS2",
  "method": "ωB97M-V/def2-TZVPD",
  "gap_ev": [7.02, 7.00],
  "smiles": "N#CC(=S)S",
  "symbols": ["C", "C", "N", "S", "S", "H"],
  "positions_angstrom": [[-0.81141, 0.14903, -1.15536], [-0.00874, -0.02927, 0.00105], [-1.22061, 0.21443, -2.22531], [1.25716, -1.45132, -0.42016], [-0.00563, 0.86035, 1.41978], [0.78922, 0.25679, 2.38000]]
}

The energy of each structure relative to the most stable one, in kJ/mol, is as follows: A 0.0; B 249.8; C 42.7.